#w
The following is a quantum chemistry calculation of one molecule with the formula C4H6ClNOS, from the Open Molecules 2025 dataset.

- Frontier orbital gap: 9.5 eV
- SMILES: ON1C[C@H](Cl)CC1=S

Geometry as XYZ:
```
14
C4H6ClNOS, DFT wB97M-V/def2-TZVPD
C 0.632 1.282 0.091
C 1.333 -0.042 0.491
C 0.343 -1.146 0.030
C -0.990 -0.421 -0.003
H -2.584 1.244 -0.107
H 0.974 1.613 -0.903
H 0.761 1.982 0.936
H 1.412 -0.113 1.630
H 0.339 -2.044 0.690
H 0.616 -1.406 -1.003
N -0.738 0.895 0.009
O -1.759 1.798 -0.134
S -2.543 -0.980 -0.037
Cl 2.970 -0.252 -0.193
```

Results of the Mulliken charge analysis, in e, for atoms 1 through 6: number 1, C, carries -0.80; number 2, C, carries 0.16; number 3, C, carries -0.61; number 4, C, carries 0.23; number 5, H, carries 0.30; number 6, H, carries 0.36

---

#x
The following is a quantum chemistry calculation of one molecule with the formula C4H6ClNOS, from the Open Molecules 2025 dataset.

- Frontier orbital gap: 8.9 eV
- SMILES: N/C=C(\CCl)C(=O)S

Geometry as XYZ:
```
14
C4H6ClNOS, DFT wB97M-V/def2-TZVPD
C -0.883 -1.070 -0.152
C -0.026 -0.058 0.235
C -0.120 1.326 -0.343
C 1.030 -0.397 1.253
H -1.286 -0.013 -1.892
H -2.344 -1.271 -1.706
H -1.036 -2.044 0.330
H 0.929 1.895 -0.093
H -1.077 1.761 -0.020
H 3.251 -0.158 2.260
N -1.713 -0.569 -1.157
O 1.050 -1.554 1.622
S 2.149 0.873 1.866
Cl 0.077 1.279 -2.203
```

Results of the Mulliken charge analysis, in e, for atoms 1 through 6: number 1, C, carries -0.17; number 2, C, carries 0.00; number 3, C, carries -0.49; number 4, C, carries 0.55; number 5, H, carries 0.20; number 6, H, carries 0.28

---

Which of them is most stable, and which least? Most stable: #w; least stable: #x.